A structure of composition C48H67N5O5PSiSr at a distorted geometry. Source: the OMol25 dataset; level of theory: ωB97M-V/def2-TZVPD.

Orbital gap (eV): 3.968
ΔE to the lowest compared entry with this formula, charge and spin (kcal/mol): 29.6
E_HOMO (eV): -1.8
E (eV): -86561.234
Net charge: -1
M (g mol⁻¹): 940.8

Cartesian coordinates (Å):
Sr1 0.515 -0.950 -0.384
O1 2.989 -0.545 3.029
C1 2.066 -0.297 2.015
O2 1.433 -1.359 1.579
C2 1.897 0.972 1.575
C3 2.553 2.102 2.212
C4 2.177 3.357 1.947
C5 1.147 3.592 0.953
C6 0.703 2.517 0.236
N1 1.009 1.222 0.432
C7 -0.083 2.898 -0.970
O3 -0.753 3.899 -1.099
O4 0.065 2.039 -2.016
H1 3.184 -1.486 2.921
H2 3.329 1.897 2.936
H3 2.658 4.192 2.441
H4 0.816 4.583 0.684
N2 -2.001 -0.330 -0.491
C8 -3.153 -1.220 -0.628
C9 -3.263 -1.860 -2.010
C10 -2.141 -2.810 -2.429
N3 -0.832 -2.158 -2.520
H5 -1.879 -0.081 0.493
H6 -2.148 0.539 -0.991
H7 -4.101 -0.719 -0.391
H8 -3.038 -2.022 0.109
H9 -3.381 -1.084 -2.771
H10 -4.191 -2.442 -2.024
H11 -2.435 -3.279 -3.379
H12 -2.060 -3.613 -1.690
H13 -0.843 -1.433 -3.231
H14 -0.106 -2.815 -2.788
N4 -1.806 -2.292 3.079
P1 -0.894 -3.028 1.807
C11 0.217 -4.031 2.902
C12 0.263 -5.417 2.959
C13 1.125 -6.066 3.836
C14 1.951 -5.334 4.671
C15 1.903 -3.945 4.634
C16 1.045 -3.301 3.760
C17 -2.080 -4.336 1.290
C18 -1.652 -5.206 0.285
C19 -2.496 -6.180 -0.220
C20 -3.799 -6.283 0.255
C21 -4.244 -5.407 1.232
C22 -3.388 -4.440 1.748
C23 -1.523 -0.993 3.515
C24 -1.547 -0.715 4.884
C25 -1.219 0.561 5.292
C26 -0.867 1.515 4.347
C27 -0.887 1.141 3.015
N5 -1.229 -0.082 2.603
H15 -1.945 -2.917 3.869
H16 -0.374 -6.017 2.324
H17 1.148 -7.148 3.856
H18 2.632 -5.838 5.343
H19 2.543 -3.357 5.277
H20 1.043 -2.219 3.721
H21 -0.650 -5.114 -0.115
H22 -2.141 -6.850 -0.992
H23 -4.466 -7.035 -0.145
H24 -5.260 -5.472 1.598
H25 -3.746 -3.748 2.499
H26 -1.784 -1.494 5.597
H27 -1.213 0.803 6.347
H28 -0.569 2.513 4.621
H29 -0.608 1.843 2.245
C28 2.333 -4.596 -2.140
C29 2.369 -4.309 -0.638
C30 2.408 -5.619 0.140
C31 3.503 -3.368 -0.294
C32 4.573 -3.775 0.476
C33 5.613 -2.899 0.775
C34 5.579 -1.633 0.224
C35 4.549 -1.188 -0.603
C36 4.709 0.199 -1.207
C37 3.591 0.663 -2.133
C38 6.029 0.275 -1.991
C39 3.436 -2.034 -0.804
O5 2.337 -1.660 -1.412
H30 1.487 -5.239 -2.401
H31 3.249 -5.111 -2.441
H32 2.262 -3.667 -2.703
H33 1.431 -3.792 -0.390
H34 3.242 -6.242 -0.191
H35 1.495 -6.196 -0.024
H36 2.512 -5.457 1.211
H37 4.601 -4.781 0.874
H38 6.428 -3.201 1.419
H39 6.386 -0.944 0.454
H40 4.767 0.915 -0.376
H41 3.407 -0.070 -2.918
H42 3.906 1.596 -2.604
H43 2.655 0.836 -1.606
H44 6.015 -0.454 -2.804
H45 6.901 0.066 -1.377
H46 6.157 1.268 -2.426
C40 1.128 1.259 -4.435
Si1 0.104 2.610 -3.628
C41 -1.634 2.535 -4.426
C42 -2.097 1.081 -4.294
C43 -2.717 3.404 -3.771
C44 -1.550 2.881 -5.917
C45 0.968 4.313 -3.752
C46 1.741 4.383 -5.079
C47 1.975 4.497 -2.613
C48 0.004 5.503 -3.704
H47 2.132 1.590 -4.684
H48 0.676 0.881 -5.347
H49 1.251 0.428 -3.739
H50 -2.131 0.773 -3.252
H51 -1.451 0.385 -4.826
H52 -3.105 0.970 -4.706
H53 -2.709 3.329 -2.688
H54 -3.697 3.082 -4.137
H55 -2.608 4.455 -4.021
H56 -0.867 2.226 -6.458
H57 -1.230 3.905 -6.086
H58 -2.537 2.771 -6.375
H59 2.560 3.668 -5.121
H60 2.178 5.382 -5.179
H61 1.110 4.215 -5.950
H62 2.686 3.680 -2.547
H63 1.500 4.593 -1.639
H64 2.541 5.417 -2.792
H65 -0.651 5.544 -4.573
H66 0.592 6.426 -3.701
H67 -0.611 5.492 -2.808

Löwdin atomic charge list, values in e, 8 entries: Sr 1.412; O 0.017; C -0.532; O -0.388; C -0.251; C -0.054; C -0.118; C -0.074